1.
The following is a DFT calculation (ωB97M-V/def2-TZVPD) of C50H41F3GeIrN2OP2S2 as an isolated structure.

Summary:
- lowest unoccupied orbital energy (spin up / spin down) (eV) = -3.75 / -3.75
- Kohn-Sham gap (spin up / spin down) (eV) = 6.54 / 6.54
- ΔE to the lowest compared entry with this formula, charge and spin (kcal/mol) = 2.6

Geometry as ORCA input:
```
! wB97M-V def2-TZVPD RIJCOSX def2/J DEFGRID3
* xyz 1 1
Ir 0.695 -0.331 0.081
S -0.619 1.168 -1.417
P -1.293 1.815 0.397
C -0.255 0.810 1.360
P 0.905 1.142 2.611
S 2.445 0.192 1.684
C 0.453 0.491 4.217
C -0.874 0.571 4.630
C -1.227 0.120 5.892
C -0.257 -0.410 6.732
C 1.065 -0.492 6.317
C 1.424 -0.042 5.056
C 1.291 2.878 2.860
C 1.890 3.588 1.819
C 2.191 4.927 1.983
C 1.905 5.559 3.188
C 1.317 4.855 4.227
C 1.007 3.511 4.067
C -1.167 3.600 0.554
C -0.609 4.372 -0.459
C -0.541 5.751 -0.313
C -1.013 6.349 0.844
C -1.563 5.577 1.861
C -1.651 4.204 1.715
C -3.011 1.415 0.744
C -4.024 2.230 0.238
C -5.349 1.905 0.475
C -5.663 0.772 1.217
C -4.657 -0.045 1.709
C -3.327 0.270 1.470
H -1.630 0.974 3.965
H -2.257 0.176 6.217
H -0.535 -0.768 7.715
H 1.815 -0.915 6.972
H 2.451 -0.124 4.717
H 2.126 3.083 0.889
H 2.655 5.479 1.176
H 2.149 6.606 3.318
H 1.105 5.347 5.167
H 0.556 2.961 4.882
H -0.243 3.897 -1.360
H -0.123 6.356 -1.107
H -0.960 7.425 0.956
H -1.933 6.048 2.763
H -2.104 3.605 2.497
H -3.778 3.120 -0.331
H -6.137 2.537 0.086
H -6.700 0.525 1.406
H -4.904 -0.937 2.270
H -2.537 -0.381 1.824
N 5.044 -3.905 -1.284
C 5.234 -2.911 -2.182
O 6.029 -2.975 -3.096
C 4.382 -1.679 -2.012
C 4.792 -0.507 -2.630
C 4.000 0.621 -2.513
C 2.818 0.535 -1.806
N 2.411 -0.598 -1.215
C 3.188 -1.684 -1.312
H 5.618 -4.726 -1.373
H 4.487 -3.796 -0.455
H 5.715 -0.509 -3.196
H 4.276 1.558 -2.974
H 2.153 1.384 -1.711
H 2.811 -2.582 -0.855
F -0.349 -2.906 0.823
C 0.672 -2.081 1.167
F 1.810 -2.835 1.148
F 0.437 -1.840 2.481
C -4.690 -3.265 -0.872
C -3.687 -4.208 -1.038
C -2.384 -3.801 -1.289
C -2.066 -2.446 -1.382
C -3.084 -1.508 -1.208
C -4.387 -1.914 -0.957
Ge -0.226 -1.964 -1.824
C 0.803 -3.621 -2.176
C 1.223 -3.815 -3.497
C 1.886 -4.973 -3.886
C 2.132 -5.977 -2.967
C 1.691 -5.823 -1.661
C 1.034 -4.665 -1.272
C -0.155 -0.936 -3.498
C -1.340 -0.538 -4.119
C -1.318 0.179 -5.308
C -0.109 0.518 -5.895
C 1.080 0.123 -5.297
C 1.053 -0.598 -4.114
H -5.707 -3.583 -0.680
H -3.918 -5.264 -0.975
H -1.612 -4.550 -1.419
H -2.864 -0.451 -1.268
H -5.165 -1.172 -0.828
H 1.022 -3.070 -4.250
H 2.198 -5.087 -4.916
H 2.646 -6.881 -3.269
H 1.846 -6.615 -0.939
H 0.686 -4.604 -0.255
H -2.295 -0.798 -3.682
H -2.250 0.468 -5.777
H -0.092 1.077 -6.822
H 2.028 0.364 -5.761
H 1.994 -0.933 -3.691
*
```


2.
The following is a DFT calculation (ωB97M-V/def2-TZVPD) of C22H32N5Sn as an isolated structure.

Summary:
- lowest unoccupied orbital energy (spin up / spin down) (eV) = -5.59 / -5.08
- Kohn-Sham gap (spin up / spin down) (eV) = 3.86 / 4.50

Geometry as ORCA input:
```
! wB97M-V def2-TZVPD RIJCOSX def2/J DEFGRID3
* xyz 1 1
C 0.915 2.312 0.353
C -0.524 2.355 0.452
C -1.049 2.200 -0.897
C 0.057 1.988 -1.763
C 1.253 2.042 -0.991
Sn -0.885 -0.202 0.567
C -0.853 -3.223 -2.631
C 0.372 -3.114 -1.983
H 0.808 -4.048 -1.589
C 1.016 -1.909 -1.780
H 0.831 -1.049 -2.429
H 1.838 -1.835 -1.071
C -1.693 -4.423 -2.371
H -1.557 -4.771 -1.338
H -2.751 -4.200 -2.526
H -1.420 -5.251 -3.035
C -1.413 -2.068 -3.391
H -1.528 -1.166 -2.757
H -0.769 -1.777 -4.240
H -2.411 -2.319 -3.782
C -1.271 2.833 1.638
H -0.993 2.275 2.544
H -1.046 3.897 1.825
H -2.355 2.742 1.509
C -2.474 2.336 -1.282
H -3.153 1.892 -0.541
H -2.737 3.405 -1.370
H -2.684 1.865 -2.253
C 0.004 1.833 -3.237
H -1.028 1.741 -3.594
H 0.450 2.709 -3.736
H 0.564 0.949 -3.578
C 2.633 1.931 -1.518
H 2.656 1.365 -2.457
H 3.073 2.922 -1.714
H 3.284 1.418 -0.796
C 1.852 2.692 1.432
H 2.845 2.249 1.276
H 1.985 3.787 1.459
H 1.482 2.383 2.419
C -2.736 -0.410 1.914
C -3.584 -1.550 1.214
C -3.489 0.599 2.472
C -4.490 -0.929 0.349
H -3.609 -2.630 1.119
C -4.717 0.957 1.863
H -3.139 1.182 3.331
C -5.095 0.308 0.689
H -4.793 -1.414 -0.595
H -5.336 1.731 2.325
H -5.911 0.694 0.080
N 2.097 -1.143 4.667
N 2.262 -0.772 3.354
N 3.169 -1.462 2.603
C 2.644 -1.341 1.383
N 1.437 -0.721 1.370
N 1.146 -0.414 2.645
H 1.571 -0.432 5.162
H 2.989 -1.383 5.074
H 3.118 -1.745 0.498
*
```


3.
The following is a DFT calculation (ωB97M-V/def2-TZVPD) of a 2-piece molecular cluster, CH2N2O3P overall.

Summary:
- lowest unoccupied orbital energy (spin up / spin down) (eV) = 4.25 / 2.32
- Kohn-Sham gap (spin up / spin down) (eV) = 8.29 / 6.58
- ΔE to the lowest compared entry with this formula, charge and spin (kcal/mol) = 38.6

Geometry as ORCA input:
```
! wB97M-V def2-TZVPD RIJCOSX def2/J DEFGRID3
* xyz -1 3
C -0.338 0.268 1.179
N -1.082 0.294 2.026
N 0.627 -2.198 -0.551
O -1.613 1.716 -1.455
O 1.859 1.441 -0.033
O 1.328 -1.017 -0.626
P 0.752 0.542 -0.307
H -1.688 1.353 -0.553
H 0.157 -2.398 0.320
*
```


4.
The following is a DFT calculation (ωB97M-V/def2-TZVPD) of a 9-piece molecular cluster, C12H42N8O9 overall.

Summary:
- SMILES = NC(N)=O.NC(N)=O.NC(N)=O.NC(N)=O.CCO.CCO.CCO.CO.CO
- lowest unoccupied orbital energy (eV) = -0.65
- Kohn-Sham gap (eV) = 7.85
- ΔE to the lowest compared entry with this formula, charge and spin (kcal/mol) = 158.3

Geometry as ORCA input:
```
! wB97M-V def2-TZVPD RIJCOSX def2/J DEFGRID3
* xyz 0 1
N 2.053 0.382 -0.141
C 3.167 -0.111 -0.599
N 3.792 0.771 -1.301
O 3.555 -1.449 -0.412
H 1.511 -0.244 0.478
H 1.554 1.236 -0.433
H 4.752 0.600 -1.737
H 3.360 1.613 -1.585
N -1.807 3.524 0.221
C -0.614 3.035 -0.082
N 0.187 3.768 -0.776
O -0.131 1.785 0.363
H -2.025 3.250 1.166
H -2.065 4.527 -0.101
H 0.949 3.183 -1.207
H -0.172 4.644 -1.213
N -0.862 -0.688 0.613
C -0.017 -1.559 1.002
N 0.982 -1.095 1.710
O -0.191 -2.884 0.844
H -1.782 -0.895 0.161
H -0.676 0.322 0.594
H 1.636 -1.747 2.094
H 0.878 -0.129 2.113
N -1.058 2.010 4.659
C -0.580 1.365 3.672
N -1.470 0.731 2.950
O 0.711 1.335 3.211
H -0.442 2.621 5.268
H -1.937 1.781 5.090
H -1.145 0.182 2.153
H -2.436 0.638 3.285
C 4.020 1.280 2.641
C 3.894 2.582 1.786
O 4.787 2.336 0.628
H 3.618 0.401 2.161
H 3.427 1.318 3.585
H 5.078 0.974 2.873
H 4.036 3.499 2.375
H 2.857 2.589 1.347
H 4.358 1.729 0.110
C -3.520 0.167 -0.415
C -3.837 -0.677 -1.615
O -2.701 -1.390 -2.047
H -2.563 0.708 -0.530
H -3.426 -0.526 0.444
H -4.265 0.858 -0.052
H -4.173 0.045 -2.337
H -4.728 -1.345 -1.503
H -2.076 -0.896 -2.653
C 0.817 -2.339 -2.393
C 1.347 -3.735 -2.154
O 2.666 -3.648 -2.686
H -0.035 -2.338 -1.789
H 0.399 -1.975 -3.360
H 1.412 -1.569 -1.956
H 0.809 -4.557 -2.750
H 1.297 -3.948 -1.048
H 3.271 -3.329 -1.985
C -3.507 -3.946 0.279
O -4.617 -4.080 -0.641
H -3.759 -4.327 1.318
H -2.954 -3.041 0.571
H -2.751 -4.632 0.027
H -4.145 -3.956 -1.491
C -0.724 1.074 -2.813
O -1.478 0.354 -3.729
H -0.805 2.114 -3.109
H 0.315 0.611 -2.820
H -1.092 0.941 -1.789
H -0.930 0.171 -4.540
*
```


5.
The following is a DFT calculation (ωB97M-V/def2-TZVPD) of a 2-piece molecular cluster, C26H19Cl2N3O3 overall.

Summary:
- SMILES = C(=C(/c1ccccc1)N1CCOCC1)/c1ccccc1.N#CC1=C(C#N)C(=O)C(Cl)=C(Cl)C1=O
- lowest unoccupied orbital energy (eV) = -3.46
- Kohn-Sham gap (eV) = 4.05

Geometry as ORCA input:
```
! wB97M-V def2-TZVPD RIJCOSX def2/J DEFGRID3
* xyz 0 1
C -0.223 0.057 -2.275
C -1.272 -0.225 -1.430
C -1.180 -1.377 -0.498
C -0.872 -2.665 -0.945
C -0.699 -3.701 -0.052
C -0.851 -3.484 1.303
C -1.188 -2.225 1.760
C -1.351 -1.184 0.872
N -2.494 0.484 -1.539
C -2.567 1.673 -2.417
C -3.886 2.440 -2.289
O -5.004 1.582 -2.437
C -5.009 0.559 -1.454
C -3.748 -0.306 -1.521
C 1.022 -0.707 -2.388
C 1.824 -0.993 -1.275
C 2.955 -1.767 -1.404
C 3.319 -2.274 -2.637
C 2.553 -1.988 -3.751
C 1.426 -1.210 -3.634
H -0.367 0.836 -3.003
H -0.755 -2.839 -2.002
H -0.426 -4.681 -0.407
H -0.697 -4.292 2.003
H -1.303 -2.054 2.818
H -1.590 -0.198 1.232
H -1.721 2.329 -2.184
H -2.443 1.331 -3.448
H -3.974 2.942 -1.318
H -3.973 3.218 -3.059
H -5.117 1.040 -0.476
H -5.915 -0.037 -1.621
H -3.760 -0.910 -2.433
H -3.712 -1.007 -0.680
H 1.548 -0.584 -0.318
H 3.552 -1.992 -0.536
H 4.190 -2.902 -2.728
H 2.831 -2.393 -4.711
H 0.812 -1.013 -4.497
N -0.150 0.214 4.031
C 0.859 0.791 3.993
C 2.057 1.497 3.957
C 2.064 2.866 3.943
C 0.877 3.589 3.947
N -0.122 4.184 3.950
C 3.328 3.603 3.936
O 3.359 4.821 3.932
C 4.553 2.849 3.941
Cl 6.029 3.718 3.950
C 4.546 1.492 3.945
Cl 6.016 0.613 3.953
C 3.314 0.749 3.950
O 3.335 -0.470 3.949
*
```


6.
The following is a DFT calculation (ωB97M-V/def2-TZVPD) of C9H23ClFIN2O4PSi2 as an isolated structure.

Summary:
- lowest unoccupied orbital energy (eV) = 2.58
- Kohn-Sham gap (eV) = 7.25

Geometry as ORCA input:
```
! wB97M-V def2-TZVPD RIJCOSX def2/J DEFGRID3
* xyz -1 1
C -3.701 5.787 2.835
C -3.471 4.566 1.982
O -4.246 3.640 1.951
N -2.241 4.602 1.242
C -1.332 3.465 1.539
C -1.205 2.482 0.382
C -0.033 1.499 0.554
C 0.736 1.249 -0.748
Si 1.241 -0.433 -1.278
I -0.663 -1.481 -2.477
O 1.550 -1.478 -0.009
Si 2.165 -2.983 -0.011
Cl 4.056 -2.900 0.816
C 1.130 -4.131 1.016
C -0.061 -4.726 0.223
C -0.173 -6.250 0.318
O 0.414 -6.932 -0.788
P 2.986 -0.472 -2.742
N 2.409 0.413 -4.033
O 3.849 0.682 -1.882
H -3.560 6.685 2.230
H -4.697 5.770 3.273
H -2.943 5.811 3.622
H -2.476 4.561 0.253
H -1.708 2.951 2.430
H -0.343 3.873 1.769
H -2.149 1.940 0.273
H -1.039 3.055 -0.537
H 0.661 1.916 1.291
H -0.404 0.563 0.985
H 0.222 1.525 -1.683
H 1.671 1.822 -0.766
H 2.289 -3.528 -1.376
H 1.803 -4.937 1.335
H 0.774 -3.618 1.912
H -0.006 -4.466 -0.841
H -0.991 -4.280 0.582
H 0.291 -6.597 1.251
H -1.217 -6.567 0.334
H 1.262 -6.519 -0.983
H 1.570 1.090 -3.847
H 2.245 -0.193 -4.826
H 4.785 0.574 -2.077
F 0.554 1.972 -3.492
*
```


7.
The following is a DFT calculation (ωB97M-V/def2-TZVPD) of a 6-piece molecular cluster, C27H40ClIO17 overall.

Summary:
- SMILES = CC[C@@H](Cl)[C@@H]1C[C@H](I)C(=O)O1.C[C@@H]1COC(=O)O1.C[C@@H]1COC(=O)O1.C[C@@H]1COC(=O)O1.C[C@@H]1COC(=O)O1.C[C@@H]1COC(=O)O1
- lowest unoccupied orbital energy (eV) = 0.22
- Kohn-Sham gap (eV) = 9.62

Geometry as ORCA input:
```
! wB97M-V def2-TZVPD RIJCOSX def2/J DEFGRID3
* xyz 0 1
C -1.514 0.407 0.479
C -1.195 0.086 -0.981
C 0.061 -0.782 -1.191
Cl 0.642 -1.607 0.297
C -0.124 -1.816 -2.292
C -0.621 -3.218 -1.903
C 0.555 -4.171 -2.102
I 1.394 -5.013 -0.325
C 1.584 -3.318 -2.822
O 2.657 -3.648 -3.232
O 1.137 -2.051 -2.953
H -2.127 -0.372 0.932
H -0.621 0.565 1.062
H -2.088 1.328 0.564
H -1.044 1.024 -1.518
H -2.057 -0.406 -1.438
H 0.894 -0.154 -1.499
H -0.804 -1.443 -3.058
H -1.202 -3.318 -0.991
H -1.342 -3.495 -2.682
H 0.233 -5.022 -2.689
C -2.562 6.525 1.834
C -3.170 5.195 2.200
C -2.285 3.994 1.939
O -3.254 2.967 1.648
C -4.368 3.568 1.171
O -5.275 2.999 0.655
O -4.306 4.906 1.360
H -3.193 7.344 2.181
H -1.575 6.641 2.283
H -2.470 6.619 0.753
H -3.520 5.199 3.235
H -1.673 3.706 2.788
H -1.644 4.128 1.064
C -3.482 8.800 -2.396
C -3.084 9.414 -1.077
C -2.701 10.879 -1.140
O -1.743 10.993 -0.082
C -1.176 9.776 0.101
O -0.216 9.567 0.766
O -1.865 8.828 -0.582
H -3.878 7.795 -2.252
H -4.249 9.404 -2.881
H -2.617 8.724 -3.054
H -3.859 9.248 -0.324
H -3.535 11.553 -0.962
H -2.216 11.139 -2.084
C 5.037 -3.267 -5.197
C 5.474 -2.803 -6.564
C 6.721 -3.471 -7.105
O 7.291 -2.449 -7.929
C 6.873 -1.249 -7.451
O 7.316 -0.199 -7.784
O 5.886 -1.422 -6.543
H 4.070 -2.854 -4.933
H 4.963 -4.354 -5.165
H 5.750 -2.936 -4.440
H 4.651 -2.888 -7.280
H 6.516 -4.357 -7.700
H 7.432 -3.719 -6.312
C -0.891 -9.119 4.202
C -0.318 -8.062 3.291
C 0.993 -8.430 2.627
O 1.631 -7.158 2.479
C 1.143 -6.332 3.439
O 1.597 -5.269 3.712
O 0.063 -6.889 4.035
H -1.894 -8.849 4.529
H -0.945 -10.078 3.685
H -0.271 -9.228 5.092
H -1.055 -7.752 2.545
H 0.868 -8.898 1.654
H 1.617 -9.064 3.261
C 0.998 -2.036 5.412
C 0.050 -0.878 5.213
C -1.197 -1.203 4.416
O -1.485 0.044 3.770
C -0.323 0.722 3.650
O -0.168 1.681 2.960
O 0.645 0.146 4.392
H 1.794 -1.770 6.107
H 0.466 -2.899 5.813
H 1.463 -2.316 4.467
H -0.212 -0.418 6.170
H -2.039 -1.508 5.031
H -1.011 -1.958 3.647
*
```


Calculated values (eV) of energy for the records, taken in order: -165296.231; -36599.980; -19477.541; -43469.392; -62924.594; -69269.032; -84080.288.